Record 1
The following is a DFT calculation (ωB97M-V/def2-TZVPD) of C3H7N3O2 as an isolated structure in a non-equilibrium geometry.

Values from the calculation:
Kohn-Sham gap: 8.27 eV
DFT total energy: -11778.0419 eV
ΔE to the lowest compared entry with this formula, charge and spin: 1280.48 kJ/mol
maximum force: 0.145 hartree/bohr

Last column: natural (NBO) charge in e.
Cartesian coordinates (Å):
N: 2.024 -0.933 0.429  -0.296
C: -1.751 0.016 -0.304  -0.137
N: -0.021 -1.418 -0.294  -0.377
N: 0.387 0.844 -0.015  -0.563
H: -2.737 0.134 -0.174  0.195
H: 2.496 1.139 -0.613  0.479
H: 2.151 -0.763 1.984  0.348
C: 0.725 -0.331 -0.119  0.494
H: -1.781 0.113 -1.379  0.196
H: -0.894 1.408 1.462  0.217
O: -1.429 -1.520 0.002  -0.336
C: -1.072 1.246 0.184  -0.263
O: 2.940 0.210 -0.553  -0.652
H: -1.457 2.363 -0.186  0.262
H: 0.419 -2.507 -0.422  0.433

Record 2
The following is a DFT calculation (ωB97M-V/def2-TZVPD) of a 2-piece molecular cluster, C5H8O overall in a non-equilibrium geometry.

Values from the calculation:
Kohn-Sham gap: 9.44 eV
DFT total energy: -7356.1023 eV
ΔE to the lowest compared entry with this formula, charge and spin: 593.67 kJ/mol
maximum force: 0.068 hartree/bohr

Last column: natural (NBO) charge in e.
Cartesian coordinates (Å):
H: -0.168 1.277 -0.449  0.202
C: 0.060 -0.503 0.620  -0.347
H: -2.805 -0.573 1.242  0.468
H: 2.296 0.295 -1.121  0.276
C: -0.682 0.479 0.052  -0.220
H: -1.993 0.280 -1.388  0.199
C: 2.841 -0.684 0.685  0.175
C: -2.126 0.381 -0.319  -0.107
O: -2.953 -0.685 0.234  -0.699
H: 4.047 0.263 -0.714  0.282
H: -2.511 1.415 -0.078  0.170
C: 3.076 -0.145 -0.465  -0.778
H: -0.286 -1.483 0.967  0.215
H: 1.205 -0.317 0.734  0.164

Record 3
The following is a DFT calculation (ωB97M-V/def2-TZVPD) of a 2-piece molecular cluster, C3H11N4 overall.

Values from the calculation:
Kohn-Sham gap: 8.58 eV
DFT total energy: -9243.1894 eV
ΔE to the lowest compared entry with this formula, charge and spin: 101.66 kJ/mol
maximum force: 0.016 hartree/bohr
net charge: +1

Last column: natural (NBO) charge in e.
Cartesian coordinates (Å):
H: -0.417 -1.482 1.385  0.244
H: 0.936 -2.619 1.092  0.233
H: -0.540 -1.167 -1.061  0.442
H: 0.538 2.473 -1.454  0.411
C: -0.003 -2.232 0.713  -0.423
H: 1.502 -0.681 -1.929  0.240
N: 0.265 -1.564 -0.569  -0.388
C: -0.241 1.562 0.129  0.571
N: -1.497 1.297 0.683  -0.845
H: -1.130 2.334 -1.542  0.393
H: -2.224 1.949 0.419  0.391
N: -0.273 1.922 -1.203  -0.841
H: 0.733 1.287 1.719  0.347
C: 1.406 -1.188 -0.975  0.160
N: 0.874 1.355 0.717  -0.797
H: -1.470 1.224 1.689  0.391
H: -0.712 -3.034 0.542  0.246
H: 2.254 -1.436 -0.357  0.225

Record 4
The following is a DFT calculation (ωB97M-V/def2-TZVPD) of C18H25AsBaBr2F6N4O2 as an isolated structure in a non-equilibrium geometry.

Values from the calculation:
expectation value of S²: 0.783
Kohn-Sham gap (alpha / beta): 8.05 / 6.77 eV
DFT total energy: -247051.1577 eV
ΔE to the lowest compared entry with this formula, charge and spin: 39.28 kJ/mol
maximum force: 0.040 hartree/bohr
net charge: +1
2S+1: 2

Last column: natural (NBO) charge in e.
Cartesian coordinates (Å):
C: -4.275 0.879 1.378  0.092
H: 2.081 1.881 2.172  0.212
H: 3.473 0.849 0.459  0.190
H: -0.101 1.464 2.072  0.386
F: -1.584 -2.727 -1.399  -0.656
C: 2.383 0.732 0.395  -0.228
F: -2.753 -1.978 0.702  -0.656
H: -3.415 -0.371 -4.311  0.266
H: 1.596 -1.796 2.975  0.191
H: -4.197 0.009 2.020  0.219
H: -1.395 -1.801 -5.711  0.234
H: 3.035 -1.479 1.328  0.191
C: -2.538 0.270 -4.435  -0.725
H: 2.244 -0.515 -1.217  0.383
H: -6.519 3.111 0.205  0.244
C: -3.229 2.330 -0.040  0.101
H: -3.243 5.467 -2.413  0.259
H: -6.382 1.140 1.712  0.246
H: 0.337 -0.061 3.997  0.192
N: 0.414 0.599 1.968  -0.700
F: -3.714 -3.040 -2.483  -0.603
H: 1.139 -3.291 -0.229  0.209
H: 0.132 -1.813 -4.777  0.245
C: -5.507 1.513 1.201  -0.223
H: 1.995 1.542 -0.226  0.210
N: 0.317 -2.309 1.402  -0.701
H: 3.315 -2.209 -0.226  0.212
C: 1.488 -2.840 0.702  -0.227
O: -0.910 2.137 -0.558  -0.651
C: 1.846 0.871 1.827  -0.241
H: 0.067 -2.446 3.494  0.216
F: -3.222 -4.153 -0.300  -0.596
H: 2.401 0.200 2.485  0.192
H: -1.320 -2.583 -4.124  0.272
C: -4.414 3.044 -0.280  -0.147
Br: -5.938 5.151 -1.493  0.184
F: -3.333 -0.848 -1.482  -0.661
C: -0.953 -1.741 -4.720  -0.733
N: -3.164 1.267 0.781  -0.461
Br: -0.478 4.476 -2.406  0.187
C: 2.538 -1.760 0.397  -0.243
F: -4.904 -2.337 -0.391  -0.599
C: -1.970 2.760 -0.714  0.488
H: 1.996 -3.622 1.282  0.192
C: -2.032 3.922 -1.566  -0.140
O: -0.687 -0.142 -3.009  -0.681
C: -1.337 -0.492 -3.986  0.668
C: -3.216 4.600 -1.768  -0.273
H: -0.418 -3.008 1.401  0.393
Ba: -0.929 -0.396 -0.384  1.836
H: -2.455 0.499 -5.499  0.247
C: 0.525 -1.785 2.756  -0.243
C: -0.005 -0.360 2.998  -0.226
As: -3.284 -2.553 -0.895  2.817
H: -1.098 -0.374 3.012  0.200
C: -5.581 2.599 0.368  -0.103
N: 2.007 -0.543 -0.232  -0.698
H: -2.659 1.181 -3.854  0.226
C: -4.384 4.185 -1.157  0.013

Record 5
The following is a DFT calculation (ωB97M-V/def2-TZVPD) of a 9-piece molecular cluster, C25H66N2O9 overall in a non-equilibrium geometry.

Values from the calculation:
expectation value of S²: 0.754
Kohn-Sham gap (alpha / beta): 7.86 / 3.44 eV
DFT total energy: -48389.1340 eV
maximum force: 0.063 hartree/bohr
net charge: +1
2S+1: 2

Last column: Löwdin charge in e.
Cartesian coordinates (Å):
C: 4.394 -7.027 1.766  -0.045
O: 14.608 -1.909 -0.126  -0.148
H: 13.632 -1.651 5.017  0.092
H: 9.226 0.905 -0.168  0.110
H: 11.716 0.521 8.217  0.093
H: 15.238 -4.592 4.059  0.084
H: 3.700 -6.653 2.519  0.085
H: 10.184 1.537 2.136  0.014
N: 5.926 -5.236 1.629  -0.108
H: 6.508 -2.393 1.112  0.076
O: 16.292 -1.186 2.352  -0.094
H: 6.918 -6.009 5.330  0.110
H: 6.810 -7.815 3.663  0.110
H: 15.113 0.602 2.253  0.079
C: 11.115 3.008 3.051  -0.118
H: 14.751 -3.025 3.796  0.055
H: 13.537 0.852 4.732  0.082
O: 10.568 0.937 5.976  0.101
H: 6.712 -8.600 1.283  0.086
C: 9.681 -1.770 7.015  0.003
C: 11.144 -2.721 5.232  -0.081
H: 7.084 -2.187 2.795  0.054
C: 6.153 -6.959 3.512  -0.105
C: 8.040 0.985 1.215  -0.141
H: 11.590 -3.304 -2.971  0.088
H: 11.577 -0.605 0.850  0.085
N: 11.215 -0.324 5.761  0.132
C: 13.443 0.738 5.812  -0.012
H: 7.859 -7.364 1.375  0.075
C: 9.261 -1.144 4.610  -0.001
O: 5.738 -4.892 0.272  0.007
H: 13.749 -2.214 0.174  -0.001
C: 5.842 -6.664 2.015  -0.493
H: 6.522 -7.389 0.129  0.082
H: 7.069 -3.793 4.498  0.100
C: 10.315 -1.458 5.692  -0.457
H: 4.014 -6.747 0.783  0.086
O: 10.412 1.762 3.041  -0.153
H: 9.418 -0.815 7.471  0.097
H: 13.675 -0.011 -0.434  0.063
H: 6.549 -5.154 -0.171  0.087
H: 8.533 -1.932 4.415  0.069
H: 5.212 -7.216 3.998  0.111
H: 8.713 -2.272 7.013  0.114
H: 12.977 -3.827 5.589  0.112
H: 13.004 1.696 6.087  0.087
H: 10.927 1.453 5.250  0.085
H: 12.614 -3.505 -1.621  0.074
C: 14.382 -0.699 -0.898  -0.117
C: 7.026 -5.907 4.250  -0.180
C: 6.798 -7.519 1.175  -0.038
H: 5.445 -2.440 2.448  0.090
H: 12.039 -1.180 8.394  0.075
C: 8.268 -4.359 1.870  -0.030
H: 9.679 -0.869 3.642  0.071
H: 10.503 -3.603 5.242  0.131
C: 12.592 -0.391 6.401  -0.398
H: 11.920 -1.214 2.485  0.063
H: 13.998 -0.967 -1.882  0.076
H: 12.140 2.855 2.713  0.082
H: 15.303 -0.116 -0.919  0.082
H: 12.345 -3.332 7.074  0.114
H: 15.319 -0.034 3.782  0.058
H: 14.100 -1.993 6.695  0.143
H: 10.606 3.858 2.596  0.092
H: 14.172 -0.737 2.687  0.049
H: 11.425 -2.627 4.183  0.098
H: 5.548 -4.395 4.024  0.132
C: 6.613 -4.528 3.834  -0.157
H: 10.338 -2.137 7.803  0.083
C: 15.194 -0.365 2.751  -0.178
H: 14.375 0.742 6.378  0.111
C: 11.549 -1.482 1.496  -0.139
H: 7.951 0.889 2.298  0.082
O: 10.632 -3.859 -1.131  -0.124
C: 11.607 -3.185 -1.888  -0.166
H: 9.068 -3.974 2.502  0.066
H: 15.700 -3.897 2.518  0.092
C: 13.269 -1.728 6.041  -0.136
H: 11.192 3.285 4.102  0.067
C: 6.437 -2.764 2.135  -0.037
H: 8.073 -6.175 4.111  0.105
H: 8.403 -3.953 0.867  0.077
H: 13.418 -0.060 8.417  0.105
H: 8.637 -5.384 1.857  0.067
O: 13.646 -4.404 2.717  -0.116
C: 12.439 -2.994 6.042  -0.157
O: 9.347 0.824 0.781  -0.136
H: 4.227 -8.102 1.839  0.087
H: 8.616 -0.326 4.931  0.099
H: 7.463 0.167 0.783  0.085
H: 11.407 -2.149 -1.613  0.074
C: 12.441 -0.257 7.975  0.033
H: 16.063 -1.583 1.508  0.047
H: 10.758 -3.594 -0.217  0.035
O: 12.279 -2.511 0.917  -0.136
H: 12.492 -3.128 1.621  0.068
H: 13.846 -5.271 2.357  0.095
H: 10.520 -1.820 1.614  0.077
C: 14.891 -3.955 3.245  -0.129
C: 6.801 -4.249 2.339  -0.469
H: 7.702 1.964 0.875  0.098